This record from OMol25 describes a molecular structure, C32H32BrLuNOSi in a non-equilibrium geometry. The level of theory is the ωB97M-V functional and the def2-TZVPD basis.

Last column: Mulliken charge in e.
Element x y z (Å)
Lu: 0.00000 0.00000 0.00000  0.53
C: -2.41606 -2.00159 -2.51170  -1.69
C: -1.99009 -2.18466 -1.08733  0.52
C: -2.70722 -1.59869 -0.05262  -0.88
C: -2.30588 -1.72099 1.26957  0.68
C: -3.08597 -1.08102 2.36615  -1.70
C: -1.17409 -2.46945 1.55449  -0.47
C: -0.43523 -3.06863 0.54617  1.02
C: 0.77295 -3.87535 0.87956  -1.18
C: -0.85996 -2.92338 -0.76609  -0.46
H: -3.13517 -2.75555 -2.84869  0.35
H: -1.55638 -2.04931 -3.18022  0.36
H: -2.88146 -1.02367 -2.64894  0.40
H: -3.59132 -1.02826 -0.28218  0.48
H: -3.86718 -1.74849 2.73184  0.37
H: -3.56045 -0.15960 2.02535  0.40
H: -2.44259 -0.82348 3.20954  0.35
H: -0.86223 -2.58461 2.57777  0.48
H: 0.50001 -4.90523 1.11504  0.42
H: 1.29846 -3.46123 1.74225  0.80
H: 1.47940 -3.89532 0.04839  0.21
H: -0.29640 -3.38792 -1.55266  0.69
O: 2.47081 -0.15211 5.85824  -0.54
C: 1.97088 -0.17272 4.60396  0.71
C: 2.28300 -1.39761 3.72397  -0.52
C: 1.80798 -1.46301 2.47055  -1.81
N: 1.06123 -0.51412 1.91307  0.67
C: 0.69255 0.69287 2.63025  -0.03
Br: -0.57841 2.17385 1.50166  -0.17
C: 1.22618 0.79495 4.07691  -0.69
H: 3.01008 -0.87170 6.21476  0.35
H: 2.85591 -2.18348 4.07372  0.50
H: 1.96629 -2.25851 1.79001  0.98
H: 1.00968 1.69832 4.75942  0.39
C: 3.38392 -4.28894 -3.07938  -0.82
C: 4.19740 -3.20975 -3.41386  -0.77
C: 3.88389 -1.92613 -2.95953  0.10
C: 2.74509 -1.69895 -2.16586  -0.97
C: 1.93535 -2.80342 -1.83889  1.56
C: 2.25443 -4.08623 -2.29176  -0.36
Si: 2.30249 0.00242 -1.52720  0.62
C: 3.85079 0.61017 -0.66003  0.30
C: 4.83218 1.37725 -1.31288  -0.30
C: 5.97190 1.81533 -0.63247  -0.65
C: 6.15543 1.48980 0.70848  -0.57
C: 5.20079 0.72494 1.37159  -0.67
C: 4.05825 0.28851 0.69544  -0.06
C: 1.93963 1.13780 -2.96587  0.82
C: 1.80830 2.52505 -2.75240  -0.29
C: 1.51638 3.39490 -3.80672  -0.75
C: 1.34161 2.89751 -5.09383  -0.44
C: 1.45630 1.53040 -5.32726  -0.65
C: 1.74835 0.65804 -4.27411  -0.43
H: 3.63240 -5.28678 -3.42963  0.37
H: 5.08185 -3.36498 -4.02581  0.42
H: 4.54451 -1.10471 -3.23419  0.41
H: 1.04581 -2.68420 -1.22185  -1.10
H: 1.62089 -4.92869 -2.02555  0.45
H: 4.72657 1.64633 -2.36335  0.36
H: 6.71766 2.40960 -1.15430  0.40
H: 7.04415 1.82793 1.23428  0.38
H: 5.34577 0.46211 2.41609  0.41
H: 3.33751 -0.31564 1.24470  0.31
H: 1.93893 2.95226 -1.75799  0.24
H: 1.42475 4.46170 -3.61897  0.39
H: 1.11345 3.57313 -5.91338  0.39
H: 1.31547 1.13706 -6.33054  0.40
H: 1.81849 -0.40526 -4.50055  0.34
H: 1.03922 1.69169 -0.31414  -0.34

The LUMO energy (alpha / beta) comes out at -5.01 / -5.01 eV. The calculation puts the orbital gap (alpha / beta) at 4.29 / 4.29 eV. For the HOMO energy (alpha / beta), the calculation gives -9.30 / -9.30 eV. The calculated total energy comes out at -148771.0517 eV. Its total charge is +1.